Entry 1:
This record from OMol25 describes C38H40MgN10O6 as an isolated structure at a distorted geometry. The level of theory is the ωB97M-V functional and the def2-TZVPD basis.

Summary:
Kohn-Sham gap ... 5.97 eV
Energy above the lowest of the compared OMol25 structures with the same formula, charge and spin ... 0.0 kcal per mole
Spin multiplicity ... 1

```
95
Properties=species:S:1:pos:R:3:forces:R:3
Mg -12.4570 20.1711 1.0493 0.204 -3.696 0.711
N -12.9409 18.4892 3.8511 1.094 -2.609 -1.573
O -12.5159 19.3599 3.0208 -0.510 0.926 0.136
O -12.9159 17.2878 3.4860 -0.406 1.879 0.761
O -13.2451 18.8198 4.9948 -0.182 0.300 0.248
N -13.1335 17.1118 0.3176 -3.626 -5.156 -0.153
O -12.5385 16.0500 0.3874 1.742 0.089 0.124
O -14.3523 17.0713 0.2137 -1.199 1.132 -0.066
O -12.5601 18.1730 0.3415 3.198 5.876 0.142
N -12.3305 20.8586 6.8509 0.247 -1.699 -0.850
C -11.3348 20.9003 7.7674 1.082 0.944 -0.260
C -11.4440 22.0971 8.4453 1.525 -2.032 0.852
C -12.6373 22.6259 8.0548 -2.054 2.113 -0.567
C -13.1735 21.8994 6.9991 0.299 1.194 1.417
H -12.3434 20.1390 6.1424 -0.592 0.056 -0.133
H -10.4997 20.2161 7.7970 -0.298 -0.148 -0.260
H -10.6742 22.3941 9.1422 -0.483 0.312 0.258
H -13.1286 23.4778 8.5012 0.078 0.179 -0.180
H -14.0578 22.1992 6.4564 0.049 -0.825 -0.208
N -12.9029 15.7713 6.2289 -0.096 -1.024 2.429
C -13.6967 14.9115 5.5500 -0.416 -1.997 0.008
C -13.7359 13.6611 6.2560 -0.506 1.656 -1.748
C -12.9920 13.7963 7.4173 0.388 2.587 0.159
C -12.5734 15.1582 7.4355 0.725 -1.779 0.027
H -12.7477 16.7595 6.0899 -0.342 -0.182 -0.578
H -14.1850 15.2057 4.6326 0.149 -0.079 0.040
H -14.2747 12.7675 5.9776 0.008 0.194 -0.318
H -12.8187 13.0214 8.1494 0.077 0.299 0.107
H -11.9205 15.5859 8.1820 -0.046 0.363 -0.242
N -12.3874 21.9416 1.9142 -0.608 5.898 2.339
C -11.7799 23.0943 1.4134 -0.370 -0.726 -0.503
C -11.4649 24.2860 2.0849 -0.765 -0.857 -0.845
C -11.9117 24.4643 3.3773 0.117 -0.552 0.087
C -12.6664 23.4390 3.9221 0.513 0.203 -0.963
C -12.8937 22.2827 3.1598 0.043 -1.253 0.644
H -11.6706 23.0533 0.3397 0.662 0.054 -0.149
H -11.0262 25.1162 1.5513 0.199 -0.218 -0.212
H -11.6939 25.3707 3.9225 -0.036 0.026 0.072
H -13.0188 23.5868 4.9323 -0.361 -0.592 -0.072
H -13.5061 21.5514 3.6664 0.123 -0.491 -0.253
N -10.3359 14.5458 1.6275 -0.468 -0.651 1.671
C -10.6970 14.9423 2.8932 1.138 1.503 -0.499
C -9.7642 15.4427 3.8236 -0.804 -0.507 -0.607
C -8.4183 15.3389 3.5114 -1.136 1.619 2.822
C -8.0861 14.7443 2.3918 1.641 -1.059 -3.170
C -9.0442 14.3717 1.4375 0.449 0.362 0.540
H -11.7351 15.1434 3.1129 -0.245 -0.456 -0.350
H -10.0587 15.9589 4.7254 -0.354 -0.226 0.071
H -7.6647 15.8163 4.1202 0.069 -0.119 0.329
H -7.0281 14.7433 2.1750 0.138 -0.499 -0.484
H -8.6810 14.0035 0.4894 -0.291 -0.091 -0.289
N -10.3643 19.9840 1.1863 3.168 1.782 -0.848
C -9.8178 18.7907 1.5033 -1.047 0.010 0.243
C -8.4787 18.5464 1.6930 2.076 0.925 -0.308
C -7.5224 19.5675 1.4898 -1.789 0.604 -0.742
C -8.0093 20.8214 1.0540 -1.679 -1.002 0.767
C -9.4224 21.0046 0.9556 0.795 -1.807 0.386
H -10.5307 17.9937 1.6544 -0.128 -0.171 -0.066
H -8.0882 17.5728 1.9499 -0.495 -0.210 0.126
H -6.4538 19.4400 1.5800 -0.027 -0.322 0.196
H -7.3192 21.6361 0.8916 -0.196 0.147 -0.154
H -9.7550 21.9956 0.6840 -0.344 -0.182 -0.006
N -17.2811 19.2284 7.9142 1.772 -1.907 -0.537
C -15.9005 19.0681 7.6195 -2.798 0.125 1.230
C -15.2425 17.8614 7.6754 -0.459 0.150 -0.169
C -15.9828 16.7272 7.9621 0.691 -0.411 0.266
C -17.3162 16.8406 8.2776 -0.123 -0.798 -0.773
C -17.9472 18.0523 8.1950 1.502 2.348 0.056
H -15.2799 19.9354 7.4490 -0.502 0.490 -0.140
H -14.1814 17.8528 7.4744 -0.024 -0.215 0.001
H -15.4892 15.7668 7.9799 0.041 -0.189 -0.015
H -17.9331 15.9692 8.4406 0.134 -0.178 0.253
H -18.9901 18.0686 8.4750 -0.196 0.603 -0.230
N -17.0115 16.8116 1.7384 -1.390 0.110 1.244
C -16.3271 17.1110 2.8711 -0.020 -0.570 -2.160
C -16.8578 17.7074 3.9896 0.147 0.104 -0.144
C -18.1852 18.0322 3.9624 -1.117 0.242 -0.265
C -18.9709 17.7156 2.8221 0.723 0.391 1.964
C -18.3563 17.0725 1.7902 1.329 -0.049 -0.144
H -15.2742 16.8750 2.8243 0.184 -0.058 -0.069
H -16.1996 17.9551 4.8092 -0.120 -0.052 0.251
H -18.5744 18.5277 4.8396 -0.433 0.102 -0.041
H -20.0307 17.9148 2.7620 -0.037 0.105 0.186
H -19.0478 16.8001 1.0066 0.656 -0.328 -0.753
N -7.1837 18.2381 5.7594 -1.635 0.235 0.540
C -7.0779 17.6974 7.0171 0.643 1.431 -2.385
C -8.1362 17.4903 7.8222 -2.435 -1.117 0.674
C -9.4573 17.6519 7.3291 1.196 1.134 -0.300
C -9.5931 18.2854 6.0935 0.419 -0.273 0.135
C -8.4496 18.5899 5.3455 1.789 -1.138 1.331
H -6.0790 17.5133 7.3839 0.172 -0.088 -0.192
H -7.9639 17.0699 8.8020 -0.107 0.018 0.139
H -10.3410 17.4533 7.9173 0.097 -0.209 0.160
H -10.5684 18.5365 5.7034 -0.137 -0.026 -0.104
H -8.5060 19.0843 4.3869 -0.058 0.005 -0.067
```
Positions in Å, forces in eV/Å.



Entry 2:
This record from OMol25 describes one molecule with the formula C2H4BFO at a distorted geometry. The level of theory is the ωB97M-V functional and the def2-TZVPD basis.

Summary:
Kohn-Sham gap ... 9.33 eV
SMILES ... B[C@@H](F)C=O
Energy above the lowest of the compared OMol25 structures with the same formula, charge and spin ... 60.1 kcal per mole
Spin multiplicity ... 1

```
9
Properties=species:S:1:pos:R:3:forces:R:3
B 1.1690 -0.7537 -0.0645 -0.531 0.069 -0.056
C -1.3204 0.1506 -0.2853 -0.163 0.355 -0.222
C -0.0824 0.5711 0.4209 1.415 -3.157 -0.855
O -2.0640 -0.7131 0.0949 -0.010 -0.035 0.172
F 0.4045 1.7697 -0.0123 0.150 0.270 -0.237
H 2.1988 -0.2876 0.2406 0.471 0.160 0.100
H -0.1543 0.5693 1.5078 -0.061 -0.144 0.012
H -1.4634 0.6577 -1.2605 -0.079 0.043 -0.024
H 1.3124 -1.9639 -0.6417 -1.190 2.441 1.111
```
Positions in Å, forces in eV/Å.